The following is a DFT calculation (ωB97M-V/def2-TZVPD) of a 13-piece molecular cluster, C25H76N14O13 overall.

Values from the calculation:
- relative energy (zero: lowest compared OMol25 entry of this formula, charge and spin) (eV) = 2.289
- E_tot (a.u.) = -2743.0788
- HOMO-LUMO gap (eV) = 9.665
- HOMO energy (eV) = -9.51

Geometry as ORCA input:
```
! RIJCOSX wB97M-V def2-TZVPD def2/J DEFGRID3
* xyz 0 1
H -3.96 -0.52 -1.89
H -1.44 -2.45 -6.23
H 3.72 3.24 3.39
H 6.08 1.34 2.87
C 0.70 0.12 1.24
O 3.52 1.16 4.89
O -5.15 1.40 -2.23
H 0.04 4.71 -2.11
H 1.28 -3.05 4.57
H -0.87 -4.00 4.12
H -1.13 -1.62 5.68
N 2.44 -5.51 0.78
H -0.57 -1.59 -1.27
H -2.56 1.87 4.92
H -2.52 6.84 2.62
C 5.62 1.78 1.02
H -2.03 6.18 0.14
H 3.04 -5.39 1.56
H -0.64 4.13 -3.62
H -4.23 5.61 1.18
H 0.59 1.12 0.76
C -0.62 2.63 -2.06
H -0.47 -3.57 2.56
C -2.44 -4.39 2.52
H -4.36 4.30 2.18
C 2.73 2.09 4.83
H -2.27 -5.05 -2.57
N -2.77 0.88 4.71
N 6.06 2.15 2.28
H 0.51 0.40 2.26
C -1.86 0.04 5.23
H 5.59 0.42 -1.89
H -0.11 -1.78 -7.31
H 4.92 -1.18 -2.14
H 3.59 -0.61 4.40
C -2.10 2.81 -1.95
H 4.38 -1.32 2.95
H 4.10 0.45 0.36
H -3.36 -4.38 0.45
H -3.25 0.72 3.82
C 3.28 1.85 -2.28
H 4.35 0.53 2.05
H 5.06 -0.03 -3.48
N -4.62 1.26 -4.39
C 3.38 0.31 -2.22
C 0.41 0.56 -6.10
O 6.03 2.14 -0.06
C -3.74 4.66 1.39
H -0.57 -5.34 2.94
H 1.90 -0.35 -1.07
H 1.32 1.26 5.93
N 2.67 -3.42 -0.20
H -1.65 0.59 0.37
H 0.61 2.46 5.01
H -1.08 6.05 3.07
H -1.76 -5.33 0.62
H -0.71 -4.60 -2.23
O -1.35 -2.22 -2.87
C -0.65 -0.45 -5.63
H -1.79 4.00 1.94
O -0.95 0.58 5.90
H -2.53 5.46 3.83
H 0.08 0.90 -7.05
H -2.59 -1.90 4.73
H 2.20 3.84 4.09
O -1.86 0.26 -5.34
H -4.02 4.07 0.53
O 0.03 -0.96 -0.77
N -1.85 -1.30 5.06
H 2.29 2.24 -2.14
C -0.02 3.89 -2.77
O 0.94 -4.80 -0.74
C -4.49 0.96 -3.13
H -1.64 0.74 -4.53
H -0.23 -0.93 -4.73
H 6.96 2.65 2.24
C -1.90 -3.28 -3.20
H 2.05 -2.68 -0.44
N 1.71 -2.10 4.48
O 2.83 -3.19 2.85
N 4.65 0.81 1.15
H -0.07 -1.85 1.13
H 3.65 2.23 -3.21
H 1.78 -0.11 1.10
O -3.15 -3.25 3.01
N 1.51 2.04 5.35
C 4.81 -0.16 -2.42
H 1.78 -1.65 5.37
C -1.66 -0.43 0.74
H 2.84 -0.16 -3.01
H -4.09 -3.46 2.93
N -2.98 -3.29 -3.96
H -3.80 1.05 -4.96
C 2.77 -2.27 3.66
H -2.59 1.90 -1.58
H -2.31 -1.08 0.09
N -1.50 -4.49 -2.83
H -0.19 2.49 -1.06
C -0.25 -0.84 0.68
O -1.57 5.47 0.60
N -3.64 -0.16 -2.74
H -2.94 -5.26 2.86
C -1.01 -4.35 3.09
H -3.17 -4.13 -4.47
H -2.37 3.59 -1.21
H -5.35 1.87 -4.68
H 1.42 0.14 -6.35
H -2.11 -0.33 1.73
H -3.45 -2.40 -4.04
C -2.30 4.93 1.74
C -2.14 5.90 2.95
H -0.51 0.74 -2.20
O 2.84 -0.16 -0.96
H 0.95 3.76 -3.11
H 3.52 -3.17 0.31
H -1.83 -3.52 0.56
C 1.96 -4.57 -0.05
H -1.69 -1.10 -7.38
H 0.51 1.47 -5.52
H -3.14 -0.75 -3.40
O -0.36 1.45 -2.83
H 2.08 -6.40 0.48
C -0.96 -1.53 -6.68
N 3.75 -1.37 3.78
H 3.96 2.25 -1.54
N 3.02 3.24 4.16
C -2.34 -4.47 0.93
H -2.66 3.06 -2.89
*
```